# 1
An isolated molecule of C5H10N2O, computed with ωB97M-V with the def2-TZVPD basis set.

ORCA input file:
```
! RIJCOSX wB97M-V def2-TZVPD def2/J DEFGRID3
* xyz 0 1
H 2.26 -0.76 -2.12
N 1.38 -0.35 -1.83
C 1.08 -0.53 -0.62
C 1.85 -1.29 0.41
N -0.16 -0.02 -0.19
C -1.29 -0.18 -1.09
C -0.19 0.87 0.86
C -1.55 1.44 1.20
O 0.81 1.17 1.48
H 1.20 -1.96 0.96
H 2.28 -0.58 1.12
H 2.65 -1.85 -0.05
H -1.04 -0.97 -1.79
H -2.19 -0.46 -0.54
H -1.49 0.73 -1.66
H -1.96 1.97 0.34
H -1.42 2.13 2.02
H -2.23 0.64 1.49
*
```

Summary:
orbital gap	10.40	eV
energy relative to the best compared isomer or geometry (same formula, charge and spin)	0.295	eV
SMILES string	[H]/N=C(\C)N(C)C(C)=O

=====

# 2
C30H23IN3OPSZr as an isolated structure, computed with ωB97M-V with the def2-TZVPD basis set.

ORCA input file:
```
! RIJCOSX wB97M-V def2-TZVPD def2/J DEFGRID3
* xyz 2 1
Zr -1.16 -1.24 0.37
N -5.19 -2.08 -0.10
C -3.86 -2.25 -0.13
S -3.07 -2.38 1.46
N -3.27 -2.26 -1.31
N -1.89 -2.44 -1.22
C -1.31 -3.30 -1.99
C 0.07 -3.67 -1.86
C 0.64 -4.52 -2.82
C 1.93 -4.98 -2.67
C 2.67 -4.62 -1.54
C 2.12 -3.80 -0.56
C 0.84 -3.31 -0.73
O 0.31 -2.48 0.20
H -5.69 -2.15 0.77
H -5.70 -2.13 -0.96
H -1.92 -3.81 -2.73
H 0.06 -4.82 -3.67
H 2.37 -5.63 -3.41
H 3.67 -5.00 -1.41
H 2.69 -3.53 0.32
I -3.09 1.06 -0.42
C -2.61 2.80 0.70
C -3.73 3.44 1.15
C -3.65 4.76 1.64
C -2.46 5.41 1.59
C -1.29 4.76 1.14
C -0.08 5.50 1.05
C 1.08 4.92 0.61
C 1.08 3.54 0.34
C -0.07 2.78 0.44
P 0.23 1.01 0.50
C 0.98 0.43 -1.05
C 2.16 -0.32 -1.11
C 2.62 -0.79 -2.32
C 1.91 -0.55 -3.49
C 0.73 0.18 -3.45
C 0.26 0.68 -2.24
C 1.26 0.51 1.89
C 0.60 -0.30 2.83
C 1.28 -0.84 3.91
C 2.63 -0.57 4.06
C 3.29 0.23 3.14
C 2.61 0.77 2.06
C -1.32 3.40 0.75
H -4.70 2.97 1.09
H -4.55 5.24 2.00
H -2.39 6.45 1.90
H -0.10 6.54 1.33
H 1.99 5.49 0.51
H 2.02 3.07 0.08
H 2.71 -0.53 -0.20
H 3.55 -1.35 -2.36
H 2.28 -0.92 -4.44
H 0.18 0.39 -4.35
H -0.63 1.29 -2.22
H -0.49 -0.45 2.79
H 0.75 -1.45 4.63
H 3.17 -0.99 4.90
H 4.34 0.45 3.27
H 3.15 1.39 1.35
*
```

Summary:
orbital gap	6.78	eV
energy relative to the best compared isomer or geometry (same formula, charge and spin)	0.774	eV

=====

# 3
C8H18InO4 as an isolated structure at a distorted geometry, computed with ωB97M-V with the def2-TZVPD basis set.

ORCA input file:
```
! RIJCOSX wB97M-V def2-TZVPD def2/J DEFGRID3
* xyz 2 2
C -0.83 -2.95 -1.09
O -0.96 -1.58 -0.72
C -0.40 -0.66 -1.68
C -0.58 0.75 -1.23
C -1.98 1.28 -1.11
O -2.62 0.75 0.06
C -3.88 1.37 0.36
In -1.87 -0.87 0.85
H -1.28 -3.55 -0.30
H -1.35 -3.12 -2.04
H 0.24 -3.20 -1.19
H -0.91 -0.84 -2.65
H 0.67 -0.90 -1.80
H 0.10 1.45 -1.71
H -2.59 1.01 -1.99
H -1.96 2.38 -1.01
H -4.34 0.81 1.18
H -3.71 2.41 0.66
H -4.52 1.33 -0.53
H 0.43 1.06 0.27
O 4.46 -0.96 2.87
C 3.97 -0.95 1.61
C 3.29 0.34 1.17
O 2.08 0.52 1.88
C 1.23 1.46 1.33
H 3.24 -1.79 1.45
H 4.77 -1.15 0.85
H 3.08 0.31 0.09
H 3.96 1.20 1.36
H 0.49 1.76 2.08
H 1.76 2.35 0.97
*
```

Summary:
orbital gap (spin up / spin down)	4.69 / 5.87	eV

=====

# 4
A 3-piece molecular cluster, C2H8O4 overall at a distorted geometry, computed with ωB97M-V with the def2-TZVPD basis set.

ORCA input file:
```
! RIJCOSX wB97M-V def2-TZVPD def2/J DEFGRID3
* xyz 0 1
C 1.45 0.82 -2.50
C 0.47 0.60 -1.35
O -0.67 0.23 -1.45
O 1.10 0.85 -0.20
H 2.40 1.19 -2.14
H 1.03 1.44 -3.29
H 1.54 -0.12 -3.06
H 0.51 0.97 0.54
O -0.09 -0.10 2.74
H -0.61 0.44 3.34
H -0.42 -0.99 2.87
O -1.75 -1.88 1.83
H -2.44 -2.45 1.45
H -1.62 -1.24 1.13
*
```

Summary:
orbital gap	11.19	eV
energy relative to the best compared isomer or geometry (same formula, charge and spin)	0.484	eV
SMILES string	CC(=O)O.O.O

=====

# 5
A 3-piece molecular cluster, C22H55BFIN7O3P2S overall at a distorted geometry, computed with ωB97M-V with the def2-TZVPD basis set.

ORCA input file:
```
! RIJCOSX wB97M-V def2-TZVPD def2/J DEFGRID3
* xyz -1 1
C 0.09 -1.10 1.80
C 0.67 0.39 1.96
C -0.20 1.53 1.23
C -0.41 1.23 -0.36
O 0.85 1.07 -1.03
B 0.77 1.31 -2.48
C 2.24 0.90 -3.15
C 3.33 0.45 -2.03
F 3.06 -0.84 -1.46
C 0.62 2.95 -2.77
C 1.76 3.83 -2.06
C 2.17 5.13 -2.94
I 3.00 4.61 -4.91
N -0.44 0.66 -3.19
C -0.41 -0.62 -3.15
S -0.55 -2.25 -2.80
H 0.51 -1.74 2.67
H 0.51 -1.59 0.85
H -1.04 -1.17 1.79
H 0.66 0.63 3.09
H 1.78 0.43 1.62
H 0.35 2.52 1.32
H -1.25 1.56 1.71
H -0.97 0.22 -0.40
H -1.12 1.99 -0.83
H 2.17 0.06 -3.93
H 2.73 1.79 -3.69
H 4.36 0.40 -2.56
H 3.44 1.21 -1.19
H -0.40 3.36 -2.38
H 0.57 3.09 -3.92
H 1.33 4.27 -1.08
H 2.69 3.25 -1.75
H 3.00 5.73 -2.41
H 1.26 5.81 -3.13
O 4.20 -4.80 2.19
P 4.41 -4.77 0.66
N 3.02 -5.69 0.29
C 2.83 -7.09 0.62
C 1.75 -4.97 0.44
N 5.91 -5.60 0.69
C 6.03 -7.03 0.91
C 6.91 -4.92 1.51
N 4.67 -4.64 -1.10
C 4.34 -3.31 -1.63
C 4.37 -5.66 -2.08
H 1.90 -7.47 0.18
H 2.80 -7.26 1.70
H 3.61 -7.72 0.18
H 1.29 -4.83 -0.54
H 1.91 -3.97 0.87
H 1.05 -5.48 1.10
H 5.50 -7.35 1.81
H 7.08 -7.33 1.01
H 5.67 -7.59 0.05
H 6.77 -5.12 2.58
H 6.87 -3.84 1.36
H 7.93 -5.23 1.23
H 3.26 -3.17 -1.71
H 4.79 -3.14 -2.61
H 4.73 -2.54 -0.96
H 3.30 -5.73 -2.31
H 4.72 -6.65 -1.76
H 4.90 -5.45 -3.02
O -4.11 2.56 2.53
P -5.09 2.95 1.41
N -4.59 4.58 1.37
C -4.80 5.56 2.43
C -3.29 4.80 0.74
N -6.52 2.60 2.30
C -7.02 3.44 3.37
C -6.57 1.21 2.75
N -6.20 3.38 0.07
C -5.74 2.86 -1.22
C -6.88 4.65 -0.10
H -4.48 6.55 2.11
H -4.25 5.29 3.34
H -5.85 5.68 2.67
H -3.42 5.36 -0.19
H -2.80 3.86 0.49
H -2.59 5.36 1.38
H -6.25 3.66 4.13
H -7.87 2.98 3.88
H -7.42 4.38 2.98
H -5.96 1.04 3.64
H -6.21 0.54 1.96
H -7.60 0.91 2.97
H -4.92 3.46 -1.62
H -6.55 2.84 -1.95
H -5.39 1.83 -1.11
H -6.21 5.43 -0.48
H -7.33 5.00 0.83
H -7.70 4.54 -0.80
*
```

Summary:
orbital gap	5.61	eV

=====

# 6
C7H11N2O3 as an isolated structure at a distorted geometry, computed with ωB97M-V with the def2-TZVPD basis set.

ORCA input file:
```
! RIJCOSX wB97M-V def2-TZVPD def2/J DEFGRID3
* xyz 1 1
C 1.76 0.79 -0.38
C 0.97 -0.43 -0.24
C -1.08 0.56 -0.51
C 1.06 2.13 -0.39
C 1.18 2.66 1.05
C 1.53 -2.91 -0.05
C -3.35 -0.06 -0.46
N -0.43 -0.49 -0.20
N 1.67 -1.53 -0.20
O 2.99 0.71 -0.55
O -0.18 2.06 -0.98
O -2.25 0.86 -0.70
H 1.58 2.75 -1.16
H 0.39 3.48 1.18
H 2.24 2.82 1.22
H 1.02 1.89 1.82
H 1.90 -3.02 0.94
H 0.52 -3.32 -0.05
H 2.12 -3.39 -0.82
H -4.07 0.52 0.15
H -3.05 -1.00 -0.03
H -3.68 -0.08 -1.50
H 2.58 -1.16 -0.04
*
```

Summary:
orbital gap	8.29	eV
energy relative to the best compared isomer or geometry (same formula, charge and spin)	3.027	eV

=====

# 7
A 9-piece molecular cluster, C27H63F3O33P6 overall at a distorted geometry, computed with ωB97M-V with the def2-TZVPD basis set.

ORCA input file:
```
! RIJCOSX wB97M-V def2-TZVPD def2/J DEFGRID3
* xyz 0 1
O -3.30 4.26 -4.06
C -4.39 4.69 -3.70
O -4.69 5.95 -3.38
C -6.06 6.05 -2.95
C -6.69 4.75 -3.55
F -7.18 4.89 -4.76
O -5.57 3.91 -3.57
H -6.18 6.23 -1.88
H -6.46 6.95 -3.42
H -7.42 4.24 -2.93
O 6.64 -7.33 7.34
C 6.87 -7.28 6.14
O 6.44 -6.34 5.25
C 6.93 -6.68 3.97
C 7.86 -7.93 4.22
F 9.01 -7.42 4.21
O 7.56 -8.28 5.51
H 6.16 -6.89 3.23
H 7.40 -5.78 3.58
H 7.85 -8.79 3.55
O -0.74 2.30 5.51
C 0.43 1.97 5.31
O 0.97 1.07 6.17
C 2.38 0.94 5.71
C 2.30 1.38 4.27
F 1.94 0.41 3.48
O 1.26 2.30 4.36
H 2.96 1.49 6.45
H 2.85 -0.02 5.93
H 3.28 1.78 4.01
C -1.75 1.57 -7.82
O -1.05 2.26 -8.82
P -0.97 3.89 -8.87
O -0.43 4.53 -10.11
O -2.41 4.39 -8.40
C -2.70 5.79 -8.45
O 0.01 4.00 -7.51
C 1.33 3.49 -7.41
H -1.16 0.72 -7.49
H -2.47 1.02 -8.43
H -2.46 2.09 -7.17
H -3.72 5.80 -8.83
H -1.97 6.32 -9.06
H -2.88 6.32 -7.51
H 2.12 4.17 -7.70
H 1.32 2.59 -8.03
H 1.47 3.08 -6.41
C 1.31 1.21 -1.60
O 1.90 -0.01 -1.20
P 1.20 -1.50 -1.61
O 0.91 -1.78 -3.01
O 2.34 -2.54 -0.94
C 3.06 -2.23 0.25
O 0.10 -1.84 -0.48
C -1.16 -1.33 -0.65
H 1.04 1.84 -0.76
H 0.37 1.08 -2.14
H 1.99 1.69 -2.30
H 2.70 -2.75 1.14
H 3.32 -1.19 0.42
H 4.11 -2.54 0.15
H -1.91 -2.11 -0.60
H -1.30 -0.77 -1.57
H -1.17 -0.72 0.25
C -2.83 10.17 3.44
O -2.71 8.83 2.95
P -2.17 8.57 1.42
O -0.68 8.71 1.26
O -2.66 7.12 1.03
C -1.79 6.06 1.11
O -2.97 9.72 0.44
C -4.37 9.63 0.37
H -2.37 10.91 2.79
H -2.25 10.28 4.35
H -3.89 10.41 3.53
H -1.62 5.58 0.14
H -2.18 5.26 1.74
H -0.89 6.30 1.69
H -4.89 10.51 0.76
H -4.68 8.72 0.87
H -4.66 9.58 -0.68
C -5.39 -5.25 6.65
O -4.04 -4.81 6.54
P -3.55 -4.04 5.20
O -4.12 -4.45 3.89
O -3.71 -2.44 5.58
C -5.03 -1.90 6.01
O -1.90 -4.26 5.32
C -1.10 -3.81 4.35
H -5.74 -4.98 7.65
H -5.36 -6.33 6.51
H -5.96 -4.73 5.88
H -5.39 -1.01 5.49
H -4.98 -1.58 7.05
H -5.93 -2.51 5.99
H -0.60 -4.73 4.04
H -0.34 -3.12 4.71
H -1.59 -3.25 3.54
C 9.72 1.53 5.38
O 8.47 0.90 5.12
P 8.28 -0.47 4.24
O 6.87 -0.93 4.07
O 9.07 -1.50 5.19
C 8.87 -1.73 6.58
O 9.19 -0.42 2.91
C 8.43 -0.20 1.66
H 9.95 2.43 4.82
H 10.60 0.93 5.16
H 9.73 1.93 6.39
H 8.37 -2.64 6.91
H 8.30 -0.89 6.99
H 9.86 -1.67 7.02
H 7.93 -1.10 1.31
H 9.05 0.12 0.83
H 7.93 0.76 1.78
C -2.98 -5.92 -4.82
O -3.07 -7.22 -5.42
P -3.59 -7.37 -6.94
O -2.56 -7.01 -7.95
O -4.08 -8.90 -7.04
C -4.91 -9.55 -6.07
O -5.05 -6.56 -6.97
C -5.30 -5.49 -7.96
H -1.91 -5.99 -4.61
H -3.59 -5.89 -3.92
H -3.22 -5.03 -5.40
H -4.56 -9.40 -5.05
H -5.05 -10.61 -6.25
H -5.91 -9.13 -6.17
H -6.10 -5.76 -8.65
H -4.38 -5.24 -8.50
H -5.57 -4.52 -7.55
*
```

Summary:
orbital gap	10.29	eV
energy relative to the best compared isomer or geometry (same formula, charge and spin)	6.786	eV
SMILES string	O=C1OC[C@@H](F)O1.O=C1OC[C@@H](F)O1.O=C1OC[C@@H](F)O1.COP(=O)(OC)OC.COP(=O)(OC)OC.COP(=O)(OC)OC.COP(=O)(OC)OC.COP(=O)(OC)OC.COP(=O)(OC)OC

=====

# 8
C4H10NS as an isolated structure at a distorted geometry, computed with ωB97M-V with the def2-TZVPD basis set.

ORCA input file:
```
! RIJCOSX wB97M-V def2-TZVPD def2/J DEFGRID3
* xyz 1 1
C 1.25 -0.22 -0.22
C 1.38 0.75 -1.29
C -0.22 0.11 0.21
C -0.80 0.07 1.78
N -1.17 -0.71 -0.56
S -0.06 1.74 -0.56
H 1.35 -1.25 -0.47
H 1.91 -0.03 0.52
H 2.23 1.31 -1.25
H 1.09 0.51 -2.43
H -0.56 1.01 2.31
H -0.21 -0.71 2.16
H -1.88 -0.05 1.86
H -2.05 -0.37 -0.11
H -1.17 -1.81 -0.44
H -1.08 -0.37 -1.52
*
```

Summary:
orbital gap	9.94	eV
energy relative to the best compared isomer or geometry (same formula, charge and spin)	1.847	eV

=====

# 9
An isolated molecule of C7H12NO3P at a distorted geometry, computed with ωB97M-V with the def2-TZVPD basis set.

ORCA input file:
```
! RIJCOSX wB97M-V def2-TZVPD def2/J DEFGRID3
* xyz 0 1
C 0.44 -3.16 1.48
O 0.22 -1.80 1.06
C 0.52 -0.82 1.92
O 0.76 -1.04 3.08
N 0.62 0.44 1.36
C 0.00 0.68 0.29
C 0.57 1.99 -0.26
C 0.87 3.08 0.76
O 0.69 2.23 -1.44
P -1.12 -0.43 -0.71
C -2.05 0.92 -1.62
C 0.16 -1.05 -1.89
H 1.15 -3.60 0.80
H -0.50 -3.69 1.37
H 0.65 -3.20 2.49
H 1.66 2.53 1.22
H 0.10 3.13 1.58
H 0.83 4.04 0.27
H -1.40 1.27 -2.35
H -2.55 1.72 -1.10
H -2.79 0.34 -2.06
H 0.80 -1.74 -1.28
H 0.83 -0.23 -2.24
H -0.46 -1.61 -2.72
*
```

Summary:
orbital gap	8.24	eV
energy relative to the best compared isomer or geometry (same formula, charge and spin)	2.262	eV
SMILES string	COC(=O)/N=C(/C(C)=O)P(C)C

=====

# 10
An isolated molecule of H3O2PS at a distorted geometry, computed with ωB97M-V with the def2-TZVPD basis set.

ORCA input file:
```
! RIJCOSX wB97M-V def2-TZVPD def2/J DEFGRID3
* xyz 0 1
O -0.23 -0.18 -1.66
P 1.03 -0.31 -0.59
O 0.48 -1.50 0.41
S -0.07 1.57 0.80
H -0.92 -0.69 -1.40
H -0.41 -1.39 0.65
H 0.11 2.50 1.78
*
```

Summary:
orbital gap	8.08	eV
energy relative to the best compared isomer or geometry (same formula, charge and spin)	2.114	eV
SMILES string	OP(O)S

=====

What are the M values for these records? In order: 114.148, 722.703, 293.046, 96.082, 716.457, 171.176, 1158.606, 104.198, 189.151, 98.063 Da.